Entry 1:
DFT (ωB97M-V with the def2-TZVPD basis set) results for an isolated ion of composition C6H12P and charge +1 at a distorted geometry.

As for the relative energy (zero: lowest compared OMol25 entry of this formula, charge and spin): 84.6 kcal/mol. The electronic energy comes out at -576.7782 Ha. As for the molar mass: 115.14 g mol⁻¹. The HOMO energy is -0.505 Ha.

The geometry in ORCA input format:
```
! RIJCOSX wB97M-V def2-TZVPD def2/J DEFGRID3
* xyz 1 1
C -0.42 0.27 1.43
C -1.27 0.64 2.30
H -0.50 -2.25 -0.41
H 1.34 -2.24 -0.34
C -1.35 0.48 -1.47
C 0.08 0.17 2.83
H -2.25 0.23 -0.96
H 1.82 0.63 -2.28
H 2.45 0.49 -0.60
H 0.51 0.95 3.31
H 0.11 -0.73 3.32
H 1.62 1.97 -1.19
P 0.17 0.01 -0.62
C 0.38 -1.72 -0.73
H -1.36 1.59 -1.74
H -1.40 -0.09 -2.45
H 0.66 -2.01 -1.79
C 1.72 0.90 -1.20
H -2.29 0.71 2.58
*
```

Charges obtained by natural (NBO) population analysis, quoted in units of e: number 1, C, carries -0.204; number 2, C, carries -0.129; number 3, H, carries 0.290; number 4, H, carries 0.313; number 5, C, carries -0.985; number 6, C, carries -0.394; number 7, H, carries 0.285; number 8, H, carries 0.270; number 9, H, carries 0.257; number 10, H, carries 0.197; number 11, H, carries 0.196; number 12, H, carries 0.277; number 13, P, carries 1.455; number 14, C, carries -1.058; number 15, H, carries 0.288; number 16, H, carries 0.275; number 17, H, carries 0.289; number 18, C, carries -0.871; number 19, H, carries 0.249

Entry 2:
DFT (ωB97M-V with the def2-TZVPD basis set) results for an isolated molecule of C6H12S at a distorted geometry.

As for the relative energy (zero: lowest compared OMol25 entry of this formula, charge and spin): 33.7 kcal/mol. The electronic energy comes out at -633.9309 Ha. As for the molar mass: 116.23 g mol⁻¹. The structure (SMILES) is CC(C)=C(C)CS. The HOMO energy is -0.312 Ha.

The geometry in ORCA input format:
```
! RIJCOSX wB97M-V def2-TZVPD def2/J DEFGRID3
* xyz 0 1
C 0.48 1.83 0.10
H 2.00 0.45 1.57
H -1.53 -1.76 1.08
H 2.19 -1.19 -1.17
C -0.94 -1.73 0.13
C -0.64 -0.29 -0.03
H -0.02 -2.39 0.34
C 1.76 -0.22 0.78
H -1.95 1.56 -0.78
H -0.23 2.30 -0.55
H 1.61 -1.25 1.19
H 1.55 2.11 -0.22
H -1.44 -2.15 -0.72
H -1.97 -0.09 -1.63
C -1.81 0.37 -0.61
S 2.99 -0.33 -0.55
H 0.37 2.44 1.09
C 0.49 0.35 0.29
H -2.89 -0.01 -0.32
*
```

Charges obtained by natural (NBO) population analysis, quoted in units of e: number 1, C, carries -0.640; number 2, H, carries 0.232; number 3, H, carries 0.225; number 4, H, carries 0.117; number 5, C, carries -0.636; number 6, C, carries -0.011; number 7, H, carries 0.208; number 8, C, carries -0.542; number 9, H, carries 0.227; number 10, H, carries 0.224; number 11, H, carries 0.226; number 12, H, carries 0.216; number 13, H, carries 0.217; number 14, H, carries 0.221; number 15, C, carries -0.660; number 16, S, carries -0.021; number 17, H, carries 0.206; number 18, C, carries -0.035; number 19, H, carries 0.225

Entry 3:
DFT (ωB97M-V with the def2-TZVPD basis set) results for C6H12S2 as an isolated structure at a distorted geometry.

As for the relative energy (zero: lowest compared OMol25 entry of this formula, charge and spin): 171.6 kcal/mol. The electronic energy comes out at -1031.9158 Ha. As for the molar mass: 148.30 g mol⁻¹. The HOMO energy is -0.304 Ha.

The geometry in ORCA input format:
```
! RIJCOSX wB97M-V def2-TZVPD def2/J DEFGRID3
* xyz 0 1
C 0.54 1.19 2.62
C -0.12 0.13 -1.21
H -1.69 -1.44 -1.68
C 0.04 0.10 -2.88
H -0.81 1.65 1.11
H 0.02 1.22 -3.71
H -1.11 0.57 -1.07
H -0.15 1.98 2.86
C 0.13 0.97 1.18
S 1.17 0.92 -0.27
C -0.69 -1.41 -1.02
H 1.07 -0.28 -3.30
H -0.83 -0.48 -3.32
H 1.64 1.34 2.96
H -0.64 -1.46 0.16
H 0.00 -2.32 -1.36
H 2.42 -0.83 1.92
C -0.22 -0.12 2.34
S 0.59 -1.58 2.27
H -1.36 -0.17 2.41
*
```

Charges obtained by natural (NBO) population analysis, quoted in units of e: number 1, C, carries -0.425; number 2, C, carries -0.397; number 3, H, carries 0.219; number 4, C, carries -0.620; number 5, H, carries 0.209; number 6, H, carries 0.186; number 7, H, carries 0.208; number 8, H, carries 0.223; number 9, C, carries -0.400; number 10, S, carries 0.324; number 11, C, carries -0.644; number 12, H, carries 0.222; number 13, H, carries 0.212; number 14, H, carries 0.245; number 15, H, carries 0.236; number 16, H, carries 0.215; number 17, H, carries 0.112; number 18, C, carries -0.491; number 19, S, carries 0.092; number 20, H, carries 0.274

Entry 4:
DFT (ωB97M-V with the def2-TZVPD basis set) results for an isolated molecule of C6H12S2 at a distorted geometry.

As for the relative energy (zero: lowest compared OMol25 entry of this formula, charge and spin): 68.5 kcal/mol. The electronic energy comes out at -1032.0801 Ha. As for the molar mass: 148.30 g mol⁻¹. The structure (SMILES) is CSC1(S)[C@@H](C)[C@@H]1C. The HOMO energy is -0.304 Ha.

The geometry in ORCA input format:
```
! RIJCOSX wB97M-V def2-TZVPD def2/J DEFGRID3
* xyz 0 1
H 0.48 0.84 -1.65
S 0.43 -0.75 2.25
H 0.41 1.77 2.20
H -0.73 3.05 2.30
S -1.45 1.16 0.95
H 1.64 -0.80 1.69
C -0.63 -1.12 -0.65
H 2.08 -1.64 -0.85
C -0.27 2.34 1.67
C -0.35 -0.04 0.29
H -2.30 -0.24 -1.66
C -1.99 -1.16 -1.30
H 2.52 -0.21 -1.64
H 2.41 -0.16 0.19
H -0.20 -2.08 -0.33
C 0.54 -0.09 -0.90
H 0.19 2.83 0.84
H -2.01 -1.83 -2.12
C 1.95 -0.57 -0.82
H -2.71 -1.32 -0.45
*
```

Charges obtained by natural (NBO) population analysis, quoted in units of e: number 1, H, carries 0.237; number 2, S, carries -0.228; number 3, H, carries 0.234; number 4, H, carries 0.230; number 5, S, carries 0.259; number 6, H, carries 0.107; number 7, C, carries -0.256; number 8, H, carries 0.217; number 9, C, carries -0.718; number 10, C, carries -0.116; number 11, H, carries 0.217; number 12, C, carries -0.614; number 13, H, carries 0.222; number 14, H, carries 0.205; number 15, H, carries 0.240; number 16, C, carries -0.283; number 17, H, carries 0.210; number 18, H, carries 0.220; number 19, C, carries -0.607; number 20, H, carries 0.222

Entry 5:
DFT (ωB97M-V with the def2-TZVPD basis set) results for an isolated molecule of C6H12Si at a distorted geometry.

As for the relative energy (zero: lowest compared OMol25 entry of this formula, charge and spin): 124.6 kcal/mol. The electronic energy comes out at -525.1023 Ha. As for the molar mass: 112.25 g mol⁻¹. The HOMO energy (alpha / beta) is -0.320 / -0.306 Ha.

The geometry in ORCA input format:
```
! RIJCOSX wB97M-V def2-TZVPD def2/J DEFGRID3
* xyz 0 1
H 2.91 0.55 2.15
C -2.36 -1.10 -0.23
Si -0.44 -0.64 -0.47
C 1.87 0.59 1.83
H -0.64 1.59 1.00
C -0.37 -0.46 -2.42
H -0.86 0.56 -2.58
H -2.59 -0.03 0.02
H 0.81 -1.52 -0.21
C 0.01 0.97 0.38
H 0.77 -0.20 -2.68
C 0.85 0.02 2.42
C 1.52 1.29 0.61
H 0.64 -0.31 3.39
H 1.67 2.35 0.62
H 2.22 0.89 -0.21
H -0.57 -1.29 -3.11
H -3.02 -1.36 -1.08
H -2.41 -1.87 0.57
*
```

Charges obtained by natural (NBO) population analysis, quoted in units of e: number 1, H, carries 0.203; number 2, C, carries -1.058; number 3, Si, carries 1.314; number 4, C, carries -0.270; number 5, H, carries 0.216; number 6, C, carries -1.110; number 7, H, carries 0.229; number 8, H, carries 0.228; number 9, H, carries -0.173; number 10, C, carries -0.552; number 11, H, carries 0.219; number 12, C, carries -0.099; number 13, C, carries -0.494; number 14, H, carries 0.180; number 15, H, carries 0.228; number 16, H, carries 0.210; number 17, H, carries 0.246; number 18, H, carries 0.245; number 19, H, carries 0.238